Entry 1:
72
Properties=species:S:1:pos:R:3:forces:R:3 method="wB97M-V/def2-TZVPD" e_above_lowest_ev=1.044 homo_energy_ev="-11.478 / -11.501" lumo_energy_ev="-4.008 / -3.332" orbital_gap_ev="7.47 / 8.17" charge=+1 fmax_ev_per_a=4.8 multiplicity=3
V -0.2227 0.1125 -0.1014 0.8918 -3.7905 0.7897
C 4.0873 0.7536 0.3383 -0.3147 -0.1563 -0.0837
C 3.2542 1.5069 1.3588 -0.2687 -0.0601 0.5024
S 2.4055 0.3113 2.4576 0.0225 0.2814 0.0252
C 1.2234 1.3307 3.4052 0.5385 -0.0732 -0.3270
C -0.0236 0.5372 3.7584 -0.1032 0.0960 -0.4166
S -0.8117 -0.3635 2.3625 0.2862 -0.7431 0.5949
C -0.0258 -2.0070 2.6257 -0.1884 0.2666 0.0591
C -0.2259 -2.8803 1.4078 -0.0942 0.1408 -0.1709
S 0.5766 -2.2523 -0.1047 0.4229 -1.2547 0.3666
C 2.2782 -2.9555 -0.0073 -0.0886 0.6550 -0.1987
C 3.3486 -1.9359 0.3149 -0.0061 0.4915 -0.2115
S 3.0938 -0.4048 -0.6733 0.2275 -0.2942 0.3110
H 4.5307 1.4588 -0.3645 0.0690 -0.0230 0.0831
H 4.8760 0.1748 0.8201 0.0736 0.0440 -0.1296
H 3.8899 2.1439 1.9748 0.0236 0.0568 -0.1333
H 2.4873 2.0992 0.8609 0.3219 0.0223 0.1023
H 1.7201 1.6497 4.3234 -0.1808 0.1443 -0.0603
H 0.9748 2.1953 2.7922 0.0103 0.0436 0.2108
H 0.1848 -0.2174 4.5171 -0.1043 0.0075 -0.0158
H -0.7917 1.2143 4.1362 0.0726 -0.0838 0.0465
H 1.0335 -1.8517 2.8454 -0.1684 -0.0740 -0.0073
H -0.5260 -2.4662 3.4816 0.1038 0.0322 -0.0040
H 0.1440 -3.8907 1.5883 -0.0884 0.0388 -0.0676
H -1.2841 -2.9290 1.1388 0.0633 -0.1327 0.0580
H 2.2782 -3.7582 0.7264 -0.1123 -0.0626 -0.0256
H 2.4496 -3.3757 -0.9996 -0.0888 -0.0447 0.0675
H 3.3169 -1.6511 1.3624 0.0648 -0.1347 -0.0039
H 4.3343 -2.3338 0.0681 -0.0466 -0.0238 0.0598
O -1.6410 -1.2426 -0.8673 0.4310 -0.0653 0.1525
S -2.6428 -0.1654 -0.7886 -3.5208 0.1938 -1.1745
O -3.9229 -0.5794 -0.3239 0.2292 0.1651 -0.2113
O -2.0105 0.9134 0.0077 0.1285 0.2572 0.2352
C -2.7739 0.5603 -2.4155 0.0739 -0.0806 0.3566
C -4.0271 0.7984 -2.9470 -0.1713 -0.1743 0.0759
C -4.1369 1.4252 -4.1789 0.0538 -0.0332 0.1148
C -2.9941 1.8156 -4.8606 -0.0689 0.0370 -0.0433
C -1.7423 1.6047 -4.3104 0.0015 -0.2054 0.3790
C -1.6208 0.9739 -3.0699 0.1379 0.1920 -0.1754
P 0.0331 0.6147 -2.3836 0.2304 0.5712 -1.9617
C 0.9876 2.1462 -2.5922 0.0387 -0.0258 0.0678
C 0.3911 3.3952 -2.4275 -0.0373 -0.2283 -0.1658
C 1.1771 4.5333 -2.3477 -0.0482 0.0072 -0.0370
C 2.5566 4.4352 -2.4281 -0.0219 -0.0167 0.0151
C 3.1547 3.1959 -2.5992 0.0496 0.0411 0.0322
C 2.3771 2.0544 -2.6739 -0.1129 -0.0792 -0.0431
C 0.6331 -0.5352 -3.6678 0.1839 0.0147 0.2701
C 0.3918 -1.8999 -3.5314 -0.0121 0.1041 0.0911
C 0.7942 -2.7759 -4.5257 -0.0382 -0.0471 -0.0114
C 1.4323 -2.2974 -5.6592 0.0538 -0.0421 0.0254
C 1.6610 -0.9379 -5.8043 -0.0260 -0.0005 -0.0504
C 1.2583 -0.0559 -4.8167 -0.0114 -0.0424 0.0878
H -4.8934 0.4802 -2.3871 -0.1307 0.0099 -0.0263
H -5.1128 1.6168 -4.5979 -0.0639 -0.0240 -0.0412
H -3.0806 2.2881 -5.8275 -0.0006 0.0785 -0.0513
H -0.8540 1.9306 -4.8320 0.0371 0.0090 -0.0693
H -0.6866 3.4684 -2.3564 -0.0289 0.0894 0.0656
H 0.7128 5.4964 -2.2052 -0.0701 0.0731 0.0182
H 3.1632 5.3247 -2.3528 0.0578 0.0715 -0.0114
H 4.2296 3.1172 -2.6684 0.1006 0.0017 -0.0386
H 2.8433 1.0864 -2.8031 0.0676 0.0466 -0.0676
H -0.1192 -2.2698 -2.6528 -0.0233 -0.0556 -0.0593
H 0.6023 -3.8332 -4.4146 -0.0080 -0.0694 -0.0086
H 1.7574 -2.9846 -6.4268 -0.0075 -0.0309 -0.0523
H 2.1521 -0.5622 -6.6899 0.0281 0.0261 -0.0522
H 1.4352 1.0016 -4.9372 0.0648 0.0933 -0.0344
B -0.0555 4.2958 1.0230 -0.1166 0.5796 0.1169
C 0.2125 2.8732 0.5952 0.1943 -1.2348 -0.2337
N 0.3632 1.7392 0.3194 0.9870 4.5145 1.1378
H -1.0234 4.6011 0.3848 -0.2796 0.0432 -0.2159
H -0.3030 4.3006 2.1914 -0.0675 -0.1865 0.3490
H 0.8579 5.0142 0.7650 0.3772 0.0532 -0.1761

=====

Entry 2:
72
Properties=species:S:1:pos:R:3:forces:R:3 method="wB97M-V/def2-TZVPD" e_above_lowest_ev=0.520 homo_energy_ev="-7.124 / -7.072" lumo_energy_ev="-0.749 / -0.746" orbital_gap_ev="6.38 / 6.33" charge=0 fmax_ev_per_a=1.4
Fe 0.9287 -0.0510 -0.4555 0.0675 0.1080 -1.3593
C 1.1271 -4.3922 0.2506 -0.0899 -0.0452 -0.0465
C 0.9021 -2.9285 0.4961 0.0451 -0.0333 0.1442
N 0.7510 -2.0765 -0.4594 0.0951 -0.0615 -0.0048
N 0.7423 -2.6496 -1.7305 -0.0905 0.2151 0.0803
C 0.2929 -1.8779 -2.6776 -0.0630 -0.1641 -0.2297
N 0.2196 -2.4554 -3.9106 -0.0140 0.0264 0.0312
S -0.2463 -0.2367 -2.5696 0.0916 0.0137 0.4189
C 0.8640 -2.5005 1.9281 0.0034 -0.0926 -0.1159
C 1.4682 -3.2883 2.9064 0.0534 0.0609 -0.0137
C 1.4521 -2.8610 4.2220 0.0037 -0.0089 0.0282
C 0.8231 -1.6706 4.5323 -0.0010 0.0028 -0.0389
C 0.2076 -0.9774 3.5009 0.0573 0.0037 0.0799
N 0.2127 -1.3806 2.2388 -0.1052 0.0183 -0.0448
H 1.1733 -4.6032 -0.8093 -0.0142 -0.0056 0.0085
H 0.3226 -4.9798 0.6986 0.0203 0.0102 0.0499
H 2.0627 -4.7016 0.7164 0.0152 0.0022 -0.0370
H 0.5991 -3.3783 -4.0321 -0.0134 0.0131 -0.0058
H 0.0454 -1.8744 -4.7083 0.0209 -0.0072 -0.0142
H 1.9791 -4.2019 2.6497 0.0146 0.0189 0.0062
H 1.9450 -3.4446 4.9881 0.0013 -0.0013 -0.0019
H 0.7998 -1.2850 5.5420 -0.0004 -0.0020 0.0056
H -0.3226 -0.0539 3.7060 0.0366 -0.0267 0.0109
Br -2.0829 6.0314 2.2933 -0.0308 0.0298 0.0272
C -1.0287 4.7768 1.3524 0.0339 -0.0377 -0.0180
C -0.8748 4.9090 -0.0162 0.0129 -0.0220 -0.0113
C -0.1117 3.9757 -0.7066 -0.1070 0.1287 0.0375
C 0.4724 2.9254 -0.0199 0.1468 -0.1244 -0.1051
C 0.3117 2.7934 1.3541 -0.0447 0.0704 0.0701
C -0.4333 3.7312 2.0469 -0.0037 -0.0047 -0.0210
N 1.2231 1.9231 -0.6945 -0.1193 -0.0187 -0.0428
C 2.1227 2.2615 -1.5269 0.1680 -0.2086 -0.0748
C 2.9401 1.2074 -2.1460 -0.1650 0.2598 0.1038
C 4.0169 1.5150 -2.9543 0.0996 -0.1903 -0.0847
C 4.8060 0.4686 -3.4192 -0.0309 0.0992 0.0158
C 4.4904 -0.8202 -3.0394 -0.0467 -0.0705 0.0190
C 3.3843 -1.0384 -2.2223 0.0153 -0.0302 -0.0410
N 2.6135 -0.0472 -1.8043 -0.1336 0.1267 0.4744
H -1.3571 5.7199 -0.5437 0.0011 0.0066 0.0048
H -0.0137 4.0478 -1.7824 0.0149 -0.0135 0.0057
H 0.7788 1.9572 1.8605 0.0106 -0.0045 -0.0104
H -0.5614 3.6475 3.1172 -0.0017 0.0108 0.0021
H 2.3508 3.3033 -1.7481 -0.0178 0.0029 0.0498
H 4.2425 2.5436 -3.2002 -0.0174 0.0129 0.0090
H 5.6619 0.6653 -4.0505 0.0023 -0.0025 -0.0030
H 5.0900 -1.6618 -3.3557 0.0083 0.0037 0.0037
H 3.1007 -2.0317 -1.8992 0.0377 0.0116 -0.0052
C -3.9705 0.9573 2.4653 -0.0451 0.0167 -0.0322
C -2.5203 0.5081 2.3374 -0.0493 0.0052 0.0194
Sb -1.7909 0.2194 0.3212 0.5440 0.0547 0.3366
C -3.0029 -1.5113 -0.0418 0.0125 -0.0807 0.0135
C -3.4380 -1.7359 -1.4848 -0.0164 0.0141 -0.0404
C -3.0352 1.7459 -0.5570 -0.0322 0.0051 -0.0289
C -2.8097 2.0319 -2.0365 0.0199 0.0093 -0.0613
H -4.2804 1.0096 3.5118 0.0111 -0.0039 0.0076
H -4.6568 0.2722 1.9625 0.0098 -0.0031 -0.0082
H -4.1252 1.9462 2.0312 0.0017 0.0019 0.0108
H -2.3599 -0.4478 2.8410 -0.0575 0.0219 -0.0443
H -1.8605 1.2308 2.8197 0.0102 0.0397 0.0165
H -3.8706 -1.3981 0.6120 -0.0068 -0.0264 -0.0111
H -2.4314 -2.3647 0.3319 0.0163 0.0142 -0.0091
H -4.0283 -0.8953 -1.8564 0.0044 0.0011 0.0036
H -4.0587 -2.6307 -1.5693 -0.0020 -0.0107 0.0051
H -2.5832 -1.8513 -2.1514 -0.0265 -0.0076 0.0242
H -2.8405 2.6458 0.0344 -0.0036 -0.0079 0.0208
H -4.0733 1.4642 -0.3676 0.0003 0.0009 -0.0173
H -1.7799 2.3372 -2.2341 -0.0129 -0.0198 0.0041
H -3.4639 2.8362 -2.3840 0.0083 0.0024 0.0065
H -2.9971 1.1561 -2.6569 -0.0114 -0.0171 0.0004
Se 4.6688 -1.6867 1.9994 -0.0727 0.0603 -0.1514
C 3.3416 -0.7043 1.3028 0.2264 0.0954 0.1899
N 2.4754 -0.0693 0.8515 -0.4954 -0.2454 0.3884

=====

Entry 3:
69
Properties=species:S:1:pos:R:3:forces:R:3 method="wB97M-V/def2-TZVPD" e_above_lowest_ev=0.920 homo_energy_ev="-13.047 / -13.067" lumo_energy_ev="-4.733 / -8.328" orbital_gap_ev="8.31 / 4.74" charge=+2 fmax_ev_per_a=0.4 multiplicity=5
Ir -1.5785 0.1076 -0.8667 -0.2629 -0.1109 0.2137
C -3.8144 -0.1521 2.0947 -0.0456 -0.0025 -0.0326
Se -3.2034 1.1484 0.7872 0.0226 -0.0607 0.0783
C -4.7205 1.0524 -0.4456 -0.0441 0.0154 -0.0185
C -4.4869 1.9395 -1.6542 -0.0206 0.0455 0.0017
Se -2.7646 1.6295 -2.5605 0.0302 0.1096 -0.0789
C -1.9139 3.3437 -2.1954 -0.0235 -0.0447 -0.0466
H -4.0301 -1.0936 1.5978 0.0083 -0.0072 0.0086
H -4.7010 0.2447 2.5826 0.0032 -0.0059 -0.0095
H -3.0213 -0.2715 2.8282 0.0110 0.0012 -0.0134
H -5.6034 1.3856 0.1006 0.0123 0.0030 -0.0185
H -4.8546 0.0082 -0.7280 0.0290 0.0086 0.0290
H -4.5173 2.9974 -1.3956 0.0337 -0.0235 0.0097
H -5.2545 1.7544 -2.4041 0.0023 0.0050 0.0276
H -2.4960 4.1247 -2.6767 0.0127 0.0115 0.0005
H -0.9241 3.2864 -2.6411 0.0135 0.0180 0.0134
H -1.8393 3.5075 -1.1240 -0.0150 0.0084 0.0018
C 0.4132 0.2146 -3.9825 -0.0094 -0.0297 0.0076
O 0.3836 0.7092 -2.6379 0.0839 0.1248 -0.1201
C 1.5771 1.0372 -2.0624 -0.0086 0.0498 0.1242
C 2.7984 1.0587 -2.7154 0.0521 -0.0043 0.0815
C 3.9541 1.3357 -1.9870 -0.0628 -0.0162 -0.0027
Br 5.6083 1.3504 -2.8805 -0.0040 0.0006 -0.0065
C 3.9084 1.5780 -0.6278 0.0147 0.0167 -0.0454
C 2.6789 1.5811 0.0268 -0.0001 -0.1075 -0.1561
C 1.5242 1.3322 -0.7003 0.0563 -0.0954 -0.0353
O 0.2822 1.2500 -0.0692 0.1166 0.0805 -0.0616
C 2.6120 1.7093 1.4889 0.0683 0.0276 0.0401
N 3.3549 1.0508 2.3165 -0.0705 -0.0464 -0.0614
C 2.9177 1.4280 3.5869 0.0034 0.0082 -0.0014
C 3.3943 1.0364 4.8365 -0.0494 0.0392 -0.0328
C 2.7953 1.5972 5.9462 -0.0244 0.0127 -0.0266
C 1.7488 2.5242 5.8237 0.0004 0.0046 0.0061
C 1.2591 2.9119 4.5898 0.0020 -0.0167 0.0501
C 1.8626 2.3364 3.4808 0.0258 0.0369 0.0469
N 1.6256 2.4777 2.1077 -0.0277 -0.0679 0.0357
H 0.7022 1.0064 -4.6743 0.0041 -0.0133 0.0039
H -0.5984 -0.1193 -4.1976 0.0157 0.0077 -0.0190
H 1.0997 -0.6292 -4.0668 -0.0135 0.0013 -0.0008
H 2.8728 0.8554 -3.7728 -0.0142 0.0037 -0.0152
H 4.8108 1.7551 -0.0610 0.0060 0.0057 0.0093
H 0.4238 1.3646 0.8911 -0.0911 0.1533 -0.0139
H 4.2126 0.3358 4.9227 0.0190 -0.0084 -0.0101
H 3.1444 1.3305 6.9337 0.0060 -0.0033 0.0174
H 1.3213 2.9517 6.7201 -0.0128 0.0085 0.0044
H 0.4606 3.6362 4.5041 -0.0175 0.0111 0.0000
H 1.2817 3.3351 1.6982 0.0378 0.0124 0.0313
C 1.3070 -4.2718 0.8989 -0.0172 0.0470 -0.0177
N 0.7301 -2.9617 0.7305 -0.0061 -0.0254 0.0088
C -0.2638 -2.5079 1.6684 -0.0429 -0.0108 -0.0389
C 0.9259 -2.2227 -0.5041 0.0250 -0.0168 0.0820
C -0.1886 -2.6035 -1.4733 -0.0022 0.1637 -0.1029
C -0.0519 -3.8034 -2.1677 -0.0196 -0.0260 -0.0130
C -1.0162 -4.2076 -3.0744 -0.0032 0.0036 -0.0053
C -2.1155 -3.3920 -3.2992 0.0166 -0.0322 -0.0204
C -2.2331 -2.1833 -2.6302 -0.0478 0.0609 0.0953
C -1.2895 -1.7555 -1.6854 0.1426 -0.2272 -0.0573
H 1.5033 -4.4486 1.9546 0.0215 -0.0190 0.0076
H 2.2155 -4.3557 0.3095 0.0148 -0.0180 0.0113
H 0.5811 -5.0191 0.5530 0.0119 -0.0088 0.0168
H -0.1018 -2.9756 2.6357 -0.0133 0.0202 0.0142
H -1.2536 -2.7893 1.2857 0.0269 0.0054 0.0236
H -0.2229 -1.4209 1.7371 0.0015 -0.0199 0.0265
H 1.9100 -2.4809 -0.8924 -0.0165 0.0161 -0.0476
H 0.8875 -1.1591 -0.2662 0.0091 -0.0418 -0.0206
H 0.8288 -4.4189 -2.0236 0.0222 -0.0124 0.0164
H -0.9008 -5.1370 -3.6140 -0.0004 -0.0118 -0.0050
H -2.8719 -3.6862 -4.0142 -0.0093 -0.0069 -0.0139
H -3.0860 -1.5536 -2.8661 0.0131 -0.0070 0.0243